Molecular formula: CH7NS2
Method: DFT, wB97M-V/def2-TZVPD

Results
HOMO-LUMO gap: 9.24 eV
SMILES: CSS.N
net charge: 0
LUMO level: 0.0236 hartree
relative energy (zero: lowest compared OMol25 entry of this formula, charge and spin): 18.9 kJ/mol
spin multiplicity: 1

Last columns: bonded neighbours and bond lengths (Å).
CARTESIAN COORDINATES (ANGSTROEM)
1 N -3.047 1.749 -0.123  H2 1.004, H3 1.025, H4 1.017
2 H -3.169 2.536 -0.734  N1 1.004
3 H -2.177 2.002 0.355  N1 1.025
4 H -3.695 1.765 0.660  N1 1.017
5 C -0.074 -0.285 -1.552  S6 1.841, H8 1.089, H9 1.080, H10 1.085
6 S 0.100 0.134 0.232  C5 1.841, S7 2.071
7 S 1.780 -0.991 0.679  S6 2.071, H11 1.357
8 H -0.915 0.307 -1.912  C5 1.089
9 H 0.828 0.027 -2.056  C5 1.080
10 H -0.295 -1.347 -1.556  C5 1.085
11 H 1.287 -2.196 0.295  S7 1.357